A 2-piece molecular cluster, C4H10N2 overall, computed with ωB97M-V/def2-TZVPD.

Last column: Mulliken charge in e.
Cartesian coordinates (Å):
1 C 0.933 0.816 1.910  -0.3115
2 C 0.779 -0.014 -0.223  0.8639
3 C 0.590 -1.418 0.113  -1.2220
4 C 1.240 0.450 -1.455  -1.1929
5 N 0.615 0.909 0.711  -0.3232
6 N -1.596 0.229 -1.829  -0.6048
7 H 0.873 1.648 2.566  0.2969
8 H 1.319 -0.181 2.429  0.1159
9 H 1.370 -1.708 0.898  0.3014
10 H 0.523 -2.003 -0.736  0.4253
11 H -0.353 -1.578 0.731  0.2893
12 H -0.885 0.717 -2.242  0.1822
13 H 1.290 1.560 -1.415  0.3699
14 H 1.613 -0.224 -2.190  0.3556
15 H -2.529 0.266 -2.392  0.2326
16 H -1.711 0.731 -0.904  0.2214

Results
- Lowest unoccupied orbital energy: 0.7 eV
- SMILES string: C=NC(=C)C.N
- Orbital gap: 9.117 eV
- Energy relative to the best compared isomer or geometry (same formula, charge and spin): 262.9 kJ/mol